# 1
Formula: C24H33ClN2O2
Source: the OMol25 dataset
Level of theory: wB97M-V/def2-TZVPD

Last column: Löwdin charge in e.
Geometry (Å):
C -7.000 -2.092 0.604  -0.085
O -5.796 -2.222 -0.107  -0.118
C -4.679 -1.567 0.359  -0.189
C -4.694 -0.746 1.479  -0.014
C -3.560 -0.082 1.909  -0.051
C -2.361 -0.221 1.228  -0.215
C -1.133 0.557 1.632  -0.147
N -1.011 1.871 1.005  -0.205
C -2.060 2.779 1.419  -0.097
C -0.878 1.834 -0.443  -0.178
C 0.471 1.275 -0.899  -0.301
C 0.593 1.288 -2.421  -0.166
C 1.970 0.762 -2.812  -0.172
C 3.064 1.573 -2.122  -0.196
N 2.892 1.502 -0.686  -0.176
C 4.007 2.033 0.071  -0.188
C 4.170 1.283 1.406  -0.130
C 4.449 -0.165 1.138  -0.234
C 3.404 -1.040 0.868  -0.030
C 3.646 -2.364 0.553  -0.098
C 4.953 -2.822 0.511  -0.682
Cl 5.269 -4.480 0.121  0.656
C 6.011 -1.970 0.779  -0.109
C 5.751 -0.646 1.086  -0.037
C 1.621 2.080 -0.297  -0.155
C -2.337 -1.055 0.121  0.038
C -3.465 -1.734 -0.331  -0.185
O -3.238 -2.494 -1.442  -0.068
C -4.200 -3.407 -1.917  -0.077
H -7.722 -2.705 0.065  0.095
H -7.351 -1.054 0.620  0.097
H -6.907 -2.462 1.630  0.097
H -5.610 -0.612 2.033  0.102
H -3.617 0.542 2.789  0.111
H -1.141 0.724 2.713  0.124
H -0.237 -0.013 1.386  0.108
H -3.052 2.506 1.031  0.086
H -1.815 3.782 1.068  0.084
H -2.104 2.799 2.507  0.085
H -1.693 1.261 -0.917  0.123
H -0.954 2.866 -0.797  0.126
H 0.576 0.239 -0.567  0.121
H -0.190 0.673 -2.870  0.116
H 0.472 2.310 -2.789  0.120
H 2.063 -0.280 -2.501  0.114
H 2.106 0.812 -3.894  0.110
H 4.041 1.154 -2.375  0.120
H 3.031 2.617 -2.487  0.127
H 4.921 1.893 -0.511  0.120
H 3.895 3.112 0.271  0.123
H 4.993 1.734 1.961  0.114
H 3.257 1.385 1.992  0.108
H 2.390 -0.675 0.899  0.100
H 2.832 -3.040 0.342  0.104
H 7.025 -2.338 0.744  0.102
H 6.577 0.020 1.291  0.114
H 1.532 2.067 0.790  0.115
H 1.540 3.133 -0.629  0.138
H -1.423 -1.216 -0.430  0.125
H -3.707 -3.939 -2.731  0.093
H -5.089 -2.901 -2.299  0.092
H -4.496 -4.120 -1.144  0.097

Orbital gap in eV: 8.81
Total charge: 0
HOMO in Eh: -0.2967
Energy in a.u.: -1654.47398
F_max in eV Å⁻¹: 0.6
LUMO in hartree: 0.027
SMILES: COc1ccc(CN(C)C[C@H]2CCCN(CCc3ccc(Cl)cc3)C2)cc1OC
ΔE to the lowest compared entry with this formula, charge and spin in eV: 0.9399

---

# 2
Formula: C7H9N
Source: the OMol25 dataset
Level of theory: wB97M-V/def2-TZVPD

Last column: Löwdin charge in e.
Geometry (Å):
C 1.787 -0.149 -0.882  -0.058
C 1.301 -1.240 -0.185  -0.090
C 0.611 -1.118 1.001  -0.144
N 0.427 0.075 1.605  0.060
C 0.588 1.118 0.906  -0.260
C 1.430 1.066 -0.256  -0.073
H 2.259 -0.066 -1.785  0.073
H 1.526 -2.223 -0.619  0.110
H 0.383 -2.017 1.454  0.083
H 0.124 2.172 1.111  0.138
H 1.697 2.155 -0.554  0.125
C -1.864 0.680 -0.374  -0.131
C -2.263 -0.579 -0.229  -0.106
H -1.764 1.289 0.519  0.025
H -1.200 1.173 -1.207  0.096
H -2.948 -1.007 0.587  0.079
H -2.094 -1.330 -1.090  0.072

Orbital gap in eV: 10.28
Total charge: 0
HOMO in Eh: -0.3422
Energy in a.u.: -326.77511
F_max in eV Å⁻¹: 5.1
LUMO in hartree: 0.035
SMILES: c1ccncc1.C=C
ΔE to the lowest compared entry with this formula, charge and spin in eV: 3.1528

---

# 3
Formula: C40H51N2O5P
Source: the OMol25 dataset
Level of theory: wB97M-V/def2-TZVPD

Last column: Löwdin charge in e.
Geometry (Å):
C 3.738 1.168 1.418  -0.065
C 2.518 0.314 1.075  -0.378
C 1.376 0.588 2.053  -0.084
C 2.877 -1.181 1.051  -0.133
C 3.399 -1.797 2.191  -0.035
C 3.743 -3.148 2.166  -0.063
C 3.597 -3.885 0.990  -0.035
C 3.091 -3.293 -0.167  -0.127
C 3.051 -4.082 -1.489  -0.375
C 2.646 -5.542 -1.281  -0.071
C 4.394 -4.020 -2.210  -0.055
C 2.701 -1.946 -0.109  -0.168
N 2.153 -1.314 -1.293  -0.314
C 2.999 -0.727 -2.218  -0.149
C 2.362 -0.455 -3.381  -0.164
N 1.020 -0.810 -3.360  -0.269
C 0.372 -0.989 -4.660  -0.153
C -0.235 0.125 -5.265  -0.140
C -0.250 1.492 -4.569  -0.383
C -1.682 1.881 -4.201  -0.067
C 0.400 2.572 -5.436  -0.068
C -0.835 -0.011 -6.518  -0.038
C -0.792 -1.229 -7.191  -0.063
C -0.102 -2.300 -6.630  -0.040
C 0.511 -2.195 -5.380  -0.125
C 1.384 -3.364 -4.894  -0.371
C 2.778 -3.329 -5.522  -0.057
C 0.743 -4.722 -5.197  -0.073
P 0.520 -1.462 -1.809  0.993
H 4.549 0.990 0.702  0.081
H 3.488 2.235 1.383  0.081
H 4.113 0.932 2.422  0.075
H 2.179 0.592 0.071  0.110
H 0.495 -0.018 1.807  0.080
H 1.680 0.342 3.080  0.076
H 1.079 1.643 2.027  0.078
H 3.538 -1.202 3.096  0.111
H 4.133 -3.630 3.062  0.104
H 3.891 -4.934 0.958  0.108
H 2.297 -3.612 -2.137  0.079
H 1.742 -5.623 -0.667  0.089
H 2.442 -6.020 -2.248  0.073
H 3.457 -6.097 -0.793  0.074
H 4.685 -2.993 -2.460  0.072
H 5.178 -4.444 -1.565  0.087
H 4.369 -4.604 -3.140  0.069
H 4.041 -0.559 -1.979  0.121
H 2.794 -0.044 -4.284  0.119
H 0.333 1.402 -3.644  0.117
H -2.138 1.104 -3.578  0.083
H -1.693 2.820 -3.639  0.079
H -2.297 2.003 -5.101  0.078
H 1.429 2.296 -5.694  0.080
H -0.155 2.723 -6.370  0.074
H 0.434 3.524 -4.896  0.080
H -1.330 0.855 -6.961  0.111
H -1.279 -1.340 -8.160  0.105
H -0.022 -3.239 -7.176  0.107
H 1.495 -3.269 -3.805  0.083
H 3.321 -2.406 -5.286  0.073
H 3.381 -4.178 -5.175  0.069
H 2.695 -3.400 -6.616  0.086
H -0.311 -4.747 -4.897  0.089
H 0.807 -4.947 -6.270  0.073
H 1.270 -5.518 -4.657  0.072
H 0.106 -0.277 -0.989  -0.069
C 0.450 6.475 6.861  -0.058
O 0.832 5.201 6.294  -0.087
C -0.077 4.479 5.585  -0.250
C 0.350 3.221 5.089  0.006
C -0.530 2.402 4.422  -0.023
C -1.891 2.759 4.259  -0.206
C -2.829 1.831 3.656  0.082
C -4.089 1.639 4.154  -0.032
C -4.986 0.672 3.455  -0.408
O -4.641 0.026 2.493  0.125
O -6.239 0.476 3.988  0.081
C -6.733 1.501 4.872  -0.530
C -7.050 2.792 4.139  0.021
C -7.978 0.948 5.564  0.017
O -5.767 1.721 5.925  0.076
C -4.469 1.970 5.574  -0.393
O -3.708 2.347 6.438  0.131
C -2.299 4.031 4.733  -0.024
C -1.416 4.890 5.365  0.000
H 1.365 6.835 7.332  0.091
H 0.119 7.175 6.083  0.093
H -0.344 6.359 7.612  0.097
H 1.388 2.937 5.259  0.121
H -0.211 1.421 4.060  0.099
H -2.543 1.232 2.798  0.137
H -6.166 3.216 3.654  0.092
H -7.813 2.575 3.382  0.104
H -7.462 3.515 4.856  0.104
H -7.724 0.041 6.118  0.098
H -8.376 1.692 6.260  0.097
H -8.737 0.708 4.816  0.097
H -3.334 4.349 4.603  0.123
H -1.763 5.862 5.716  0.106

Orbital gap in eV: 6.19
Total charge: 0
HOMO in Eh: -0.2490
Energy in a.u.: -2381.87699
F_max in eV Å⁻¹: 1.8
LUMO in hartree: -0.022
SMILES: CC(C)c1cccc(C(C)C)c1N1C=CN(c2c(C(C)C)cccc2C(C)C)P1.COc1ccc(C=C2C(=O)OC(C)(C)OC2=O)cc1
ΔE to the lowest compared entry with this formula, charge and spin in eV: 0.0000